1.
Below is a 4-piece molecular cluster, H7O3S overall, with properties calculated with ωB97M-V/def2-TZVPD.

Geometry as XYZ:
```
11
Properties=species:S:1:pos:R:3:nbo_charge:R:1
S 1.008 0.796 -0.157 -1.078
H 1.946 1.024 -1.056 0.114
H -0.903 -0.981 2.421 0.458
H -0.709 -0.097 1.204 0.500
O -1.375 -0.369 1.853 -0.967
H -1.152 1.628 -1.787 0.497
H -2.034 2.369 -0.780 0.468
O -1.682 2.428 -1.671 -0.970
H 2.379 -2.403 0.013 0.456
H 1.073 -1.759 0.079 0.500
O 1.448 -2.637 -0.120 -0.978
```

Calculated values
ΔE to the lowest compared entry with this formula, charge and spin, kJ/mol: 53.3
Charge: -1
Kohn-Sham gap, eV: 7.5794
HOMO energy, eV: -3.59
Multiplicity: 1
Lowest unoccupied orbital energy, eV: 3.993

***

2.
Below is a 40-piece molecular cluster, H80O40 overall in a non-equilibrium geometry, with properties calculated with ωB97M-V/def2-TZVPD.

Geometry as XYZ:
```
120
Properties=species:S:1:pos:R:3:mulliken_spin:R:1
H -5.095 0.330 0.159 -0.001
H -6.571 0.572 -0.118 0.002
O -5.934 0.488 0.601 0.000
H 5.605 -0.637 3.173 0.000
H 4.364 -0.361 3.606 0.010
O 5.178 0.171 3.509 -0.020
H 5.479 1.882 2.251 0.014
H 5.474 3.454 2.244 0.000
O 5.200 2.651 1.797 -0.019
H -0.628 2.304 1.287 -0.044
H 0.212 1.541 0.298 -0.007
O -0.522 1.416 0.924 0.115
H 1.907 -5.753 -1.035 0.005
H 1.456 -4.466 -1.635 0.014
O 1.344 -4.998 -0.824 -0.010
H 2.700 -2.633 -2.449 0.070
O 2.338 -3.305 -3.055 -0.086
H 0.057 -1.172 0.512 0.027
O 0.751 -1.714 0.158 0.249
H -2.680 -0.958 -5.531 0.006
H -1.841 -2.192 -5.449 0.011
O -2.109 -1.510 -6.082 -0.028
H -4.218 -4.637 -0.329 -0.001
H -3.369 -5.782 0.331 0.000
O -4.204 -5.326 0.337 -0.001
H -0.030 0.735 -5.788 0.004
H -1.397 0.083 -5.339 0.043
O -0.813 0.845 -5.247 -0.104
H 0.053 4.447 -1.830 0.029
H -0.946 4.721 -2.889 0.020
O -0.001 4.578 -2.789 -0.094
H -0.782 -4.680 -0.734 0.009
O -1.654 -4.257 -0.747 -0.005
H -4.830 -0.587 -1.947 0.005
H -5.463 -0.156 -3.203 0.001
O -5.634 -0.158 -2.260 -0.001
H 1.031 -4.575 3.243 0.004
H 1.823 -5.368 2.208 -0.001
O 1.767 -4.497 2.611 -0.003
H -2.022 -1.388 2.116 -0.012
H -1.390 -0.150 2.174 -0.007
O -1.110 -1.073 2.258 0.078
H 5.568 -1.240 -0.997 0.004
H 4.082 -1.426 -1.219 0.088
O 4.939 -1.645 -1.605 -0.079
H 5.191 -1.393 -4.004 0.021
H 4.189 -0.211 -4.007 0.026
O 4.758 -0.744 -4.570 -0.068
H -0.496 -3.631 2.132 0.009
H -0.071 -2.959 3.462 0.003
O -0.751 -3.544 3.056 0.003
H 1.079 2.671 -4.877 0.020
O 1.837 2.885 -4.330 -0.067
H -1.157 -2.790 -1.984 0.025
H 0.339 -2.276 -1.727 0.071
O -0.324 -2.488 -2.372 -0.084
H -0.342 1.158 5.632 0.000
O 0.192 1.953 5.477 -0.003
H 0.399 5.107 3.885 -0.001
H 0.637 4.975 2.338 -0.001
O 1.010 4.808 3.211 0.007
H -3.613 -3.435 2.089 0.001
H -4.578 -2.687 1.198 0.001
O -3.752 -2.584 1.668 -0.004
H -2.762 -0.323 -1.194 -0.034
H -1.704 0.051 -0.110 0.037
O -2.609 -0.250 -0.253 0.096
H 4.480 2.207 -0.159 0.047
H 4.824 3.682 -0.617 0.023
O 4.186 2.968 -0.647 -0.163
H -3.687 0.259 -4.059 -0.002
H -2.492 -0.465 -3.589 0.021
O -3.456 -0.601 -3.667 -0.025
H 0.223 7.053 -0.157 -0.011
H -1.008 6.560 -0.612 0.013
O -0.566 6.688 0.279 0.020
H -3.753 1.689 1.066 0.004
H -4.735 0.852 1.872 -0.002
O -3.814 1.170 1.868 0.004
H -2.074 4.299 -0.267 0.025
H -2.708 5.384 -1.248 0.008
O -1.900 4.979 -0.920 -0.056
H -0.081 -1.345 4.670 0.002
H 0.743 -1.949 5.692 -0.001
O 0.031 -2.214 5.092 0.002
H 2.043 -3.411 -5.616 -0.003
H 2.019 -1.828 -5.004 0.032
O 1.746 -2.506 -5.618 0.023
H -3.815 4.894 3.159 -0.001
O -3.393 4.795 2.294 0.006
H 0.409 1.176 -1.668 0.102
H -0.381 1.708 -2.891 -0.031
O -0.396 1.046 -2.187 0.131
H 1.939 3.837 -4.267 0.017
H 1.720 -2.733 -3.533 0.049
H -0.595 2.457 5.218 0.001
H 1.219 -2.282 0.772 -0.065
H -1.492 -3.389 -0.348 0.005
H -3.207 5.728 2.115 0.000
O 1.665 -0.965 3.060 0.073
H 1.853 -0.504 2.244 0.015
H 1.545 -0.288 3.736 -0.003
O 1.218 3.291 -0.438 0.071
H 2.073 2.991 -0.080 -0.009
H 1.344 3.265 -1.399 -0.002
O 2.441 1.290 1.099 -0.008
H 2.615 1.256 0.137 0.070
H 3.298 1.700 1.326 0.008
O -1.896 1.065 4.358 -0.002
H -2.567 0.531 3.912 0.000
H -1.149 0.977 3.756 0.001
O -3.501 -2.306 4.172 0.002
H -2.664 -2.000 4.535 0.000
H -3.255 -3.145 3.788 0.000
O 3.901 -1.241 1.485 -0.108
H 3.492 -0.829 0.739 0.067
H 3.319 -1.801 2.003 0.017
O 3.579 0.519 -1.503 0.140
H 2.631 0.293 -1.640 0.142
H 4.085 0.230 -2.273 0.007
```

Calculated values
ΔE to the lowest compared entry with this formula, charge and spin, kJ/mol: 211.4
Charge: -1
Kohn-Sham gap (alpha / beta), eV: 2.3098 / 9.8315
HOMO energy (alpha / beta), eV: -0.66 / -8.28
Multiplicity: 2
Lowest unoccupied orbital energy (alpha / beta), eV: 1.654 / 1.547

***

> What is the ΔE to the lowest compared entry with this formula, charge and spin in the second record?

211.4 kJ/mol

***

> charge of number 2 (H80O40)?

-1